No. 1
DFT (ωB97M-V with the def2-TZVPD basis set) results for a structure of composition C57H56I2N4O3RhSSeTe at a distorted geometry.

Summary:
spin multiplicity	2
HOMO-LUMO gap (spin up / spin down)	4.5 / 4.7	eV
calculated total energy	-174802.603	eV
relative energy (zero: lowest compared OMol25 entry of this formula, charge and spin)	1.173	eV
strongest force on any atom	2.31	eV/Å
E_HOMO (spin up / spin down)	-6.73 / -6.90	eV

```
126
Properties=species:S:1:pos:R:3:forces:R:3
Rh 0.143 -0.163 0.414 -0.5 0.3 0.8
I 2.871 3.977 2.022 0.1 0.1 -0.1
C 1.553 2.759 3.050 0.1 0.4 0.9
C 1.334 2.926 4.442 0.5 0.3 -0.8
C 0.457 2.147 5.125 -0.4 -0.3 0.2
I 0.212 2.467 7.172 0.0 0.0 0.1
C -0.257 1.120 4.459 0.0 -0.1 -0.3
C -1.214 0.255 5.046 0.5 0.8 0.7
C -1.810 -0.689 4.306 -0.5 -1.0 -1.0
C -1.458 -0.837 2.934 -1.1 -0.9 1.1
N -0.589 -0.079 2.370 0.9 0.7 -0.7
C -0.001 0.926 3.082 0.5 0.6 0.1
C 0.906 1.783 2.326 -0.6 -0.8 0.1
O 1.060 1.587 1.065 -0.1 0.1 -0.1
H 1.878 3.698 4.972 0.0 0.0 -0.1
H -1.460 0.362 6.096 0.0 0.1 0.0
H -2.546 -1.353 4.743 0.0 0.0 -0.1
H -1.913 -1.590 2.304 0.0 -0.1 0.1
C -2.730 -9.222 -4.956 -0.2 0.2 -0.1
C -2.278 -7.793 -5.125 -0.1 0.0 0.1
O -1.170 -7.478 -5.433 0.1 0.2 0.1
S -3.603 -6.547 -4.796 0.1 -0.2 0.1
C -2.754 -5.449 -3.677 0.3 0.0 -0.1
C -3.188 -5.367 -2.356 0.1 0.1 0.1
C -2.529 -4.545 -1.450 -0.1 -0.1 -0.1
C -1.409 -3.800 -1.836 -0.1 0.2 0.3
C -0.994 -3.883 -3.165 0.0 0.0 -0.3
C -1.662 -4.685 -4.083 0.0 0.0 0.1
C -0.779 -2.888 -0.907 -0.3 -0.6 -0.1
C -0.452 -1.996 -0.135 0.4 0.3 -0.5
H -1.940 -9.909 -5.251 0.0 0.1 0.0
H -3.634 -9.398 -5.547 0.0 0.0 0.1
H -2.994 -9.375 -3.910 0.0 0.0 0.0
H -4.048 -5.949 -2.042 0.1 0.0 0.0
H -2.877 -4.468 -0.428 0.0 0.0 0.0
H -0.155 -3.283 -3.495 0.0 0.0 0.0
H -1.335 -4.724 -5.114 0.0 0.0 0.0
C -4.913 -1.224 -3.037 0.0 0.0 0.0
C -4.941 0.197 -3.603 0.0 -0.1 0.0
C -3.679 0.547 -4.391 0.0 0.1 0.1
C -2.450 0.760 -3.510 0.0 0.3 0.1
N -2.621 1.893 -2.588 0.0 -0.2 -0.6
C -2.743 1.809 -1.243 0.1 0.2 -0.1
Se -2.608 0.263 -0.237 0.1 0.2 -0.1
N -2.915 3.072 -0.786 -0.2 0.5 0.3
C -3.141 3.475 0.606 0.1 0.0 -0.2
C -4.584 3.897 0.858 -0.1 0.0 0.0
C -5.608 2.782 0.661 0.0 -0.1 0.1
C -5.578 1.738 1.777 0.0 0.0 0.0
C -2.919 3.973 -1.856 0.0 -0.1 0.7
C -3.029 5.355 -1.896 0.1 0.1 0.1
C -2.931 5.958 -3.140 0.0 -0.1 -0.1
C -2.711 5.201 -4.299 0.0 0.0 0.1
C -2.592 3.822 -4.243 0.1 0.0 -0.2
C -2.717 3.226 -2.998 0.1 -0.7 -0.1
H -5.885 -1.496 -2.615 0.1 0.0 0.0
H -4.168 -1.325 -2.242 -0.1 0.0 -0.1
H -4.671 -1.949 -3.823 -0.1 0.1 0.1
H -5.076 0.918 -2.787 0.0 0.0 -0.1
H -5.805 0.312 -4.262 0.0 0.0 0.0
H -3.857 1.446 -4.988 0.0 0.0 0.0
H -3.444 -0.264 -5.088 0.0 0.1 0.0
H -1.566 0.959 -4.119 0.0 0.0 0.0
H -2.243 -0.114 -2.899 0.0 0.0 0.1
H -2.463 4.303 0.816 0.1 0.0 0.0
H -2.849 2.636 1.231 0.0 -0.1 0.0
H -4.822 4.740 0.203 0.0 0.0 0.0
H -4.645 4.266 1.888 0.0 0.0 -0.1
H -5.441 2.296 -0.308 0.0 0.0 0.0
H -6.602 3.233 0.615 0.0 0.0 0.0
H -4.637 1.181 1.775 -0.1 0.1 0.0
H -6.385 1.011 1.657 0.1 0.1 0.0
H -5.695 2.215 2.757 0.0 0.0 -0.1
H -3.157 5.941 -0.993 0.0 0.0 -0.1
H -3.013 7.036 -3.215 0.0 -0.1 0.0
H -2.627 5.703 -5.256 0.0 0.0 0.1
H -2.384 3.240 -5.133 -0.1 0.0 0.0
C 5.318 -7.853 -2.285 0.0 0.1 0.0
C 4.631 -6.522 -2.115 0.0 0.0 0.0
C 4.552 -5.617 -3.166 0.0 0.0 -0.2
C 3.912 -4.389 -3.022 0.1 -0.3 0.1
C 3.827 -3.457 -4.217 -0.1 -0.1 0.3
C 3.354 -4.070 -1.779 1.3 0.5 -0.7
Te 2.311 -2.163 -1.607 -1.7 1.5 0.2
N 1.230 -0.167 -1.235 1.2 0.1 -1.2
C 2.063 0.530 -1.921 -1.9 0.7 1.2
O 3.045 -0.056 -2.549 0.7 -2.2 -0.3
C 2.002 2.031 -2.047 0.7 -0.3 -0.3
C 3.149 2.703 -2.471 -0.1 0.2 0.0
C 3.158 4.091 -2.559 0.0 -0.1 0.0
C 2.021 4.811 -2.219 0.0 0.0 0.0
C 0.874 4.139 -1.811 0.0 -0.1 0.0
C 0.862 2.753 -1.727 -0.1 0.1 0.0
C 3.494 -1.589 0.035 -0.1 -0.2 0.4
C 2.859 -1.369 1.255 0.3 0.0 0.0
C 3.579 -0.917 2.349 0.1 0.0 0.0
C 4.944 -0.707 2.219 0.0 0.0 -0.1
C 5.575 -0.951 1.005 0.0 0.1 0.1
C 4.872 -1.390 -0.116 0.0 -0.1 -0.2
C 5.611 -1.615 -1.418 -0.1 -0.1 0.2
C 3.382 -4.972 -0.707 0.0 0.0 0.0
C 2.726 -4.715 0.636 0.2 0.1 -0.2
C 4.038 -6.183 -0.902 -0.1 -0.1 -0.1
H 5.698 -7.977 -3.299 0.0 0.0 0.0
H 4.630 -8.675 -2.079 0.0 0.0 0.0
H 6.158 -7.951 -1.593 0.0 0.0 0.0
H 4.998 -5.870 -4.126 0.0 0.0 0.1
H 4.551 -3.737 -4.981 0.0 0.0 0.0
H 4.013 -2.414 -3.947 0.1 0.0 0.0
H 2.833 -3.502 -4.674 0.0 0.0 0.0
H 4.029 2.123 -2.718 0.0 0.1 0.0
H 4.053 4.607 -2.888 0.0 0.0 0.0
H 2.030 5.896 -2.257 0.0 -0.1 0.0
H -0.009 4.705 -1.549 -0.1 0.0 0.0
H -0.021 2.223 -1.399 0.0 0.0 0.1
H 1.804 -1.575 1.363 -0.2 0.0 0.0
H 3.074 -0.730 3.289 0.0 0.0 0.0
H 5.522 -0.355 3.065 0.0 0.0 0.0
H 6.644 -0.785 0.912 -0.1 0.0 0.0
H 6.611 -1.187 -1.370 0.0 0.0 0.0
H 5.084 -1.142 -2.249 0.1 0.0 0.0
H 5.708 -2.682 -1.634 0.0 0.1 0.0
H 1.843 -4.079 0.558 0.0 0.0 0.0
H 3.419 -4.230 1.328 0.0 0.0 0.0
H 2.409 -5.657 1.082 0.0 0.0 0.0
H 4.074 -6.892 -0.078 0.0 0.0 -0.1
```
Positions in Å, forces in eV/Å.

Mulliken population analysis, charges in e, atoms 1 to 5: 0.38 0.00 -0.21 -0.35 -0.19


No. 2
DFT (ωB97M-V with the def2-TZVPD basis set) results for a structure of composition C12H30BeF2N2O4Pb at a distorted geometry.

Summary:
HOMO-LUMO gap	9.0	eV
calculated total energy	-35168.489	eV
relative energy (zero: lowest compared OMol25 entry of this formula, charge and spin)	2.205	eV
strongest force on any atom	3.71	eV/Å
charge	+2
E_HOMO	-15.68	eV

```
52
Properties=species:S:1:pos:R:3:forces:R:3
Be 1.597 -1.332 0.848 -2.8 0.1 -0.4
Pb 0.876 2.623 1.011 0.5 -1.6 0.4
F 2.459 0.897 1.464 -0.8 -1.7 -0.6
F -0.030 0.314 0.335 1.6 0.9 1.2
C -1.480 -1.622 1.812 -0.6 -0.5 1.1
O -0.234 -2.335 1.848 0.6 1.7 0.0
C -0.312 -3.729 1.778 0.3 -0.7 -0.1
C 1.146 -4.206 1.707 -1.7 -1.0 -0.9
N 2.046 -3.459 0.774 -0.1 2.2 2.1
C 1.913 -3.757 -0.631 -1.2 -0.6 -1.2
C 0.606 -3.213 -1.251 -0.2 0.3 -1.2
O 0.268 -1.895 -0.823 3.0 -0.2 1.5
C -0.771 -1.287 -1.534 -0.7 1.0 -1.0
H -1.917 -1.609 0.816 0.1 0.0 0.1
H -1.389 -0.620 2.225 0.7 -0.1 -0.5
H -2.138 -2.103 2.539 -0.2 -0.3 -0.3
H -0.978 -4.115 1.003 0.4 0.5 -0.8
H -0.809 -4.211 2.623 0.4 0.5 0.7
H 1.116 -5.214 1.281 0.0 -0.2 0.4
H 1.527 -4.275 2.723 0.5 0.4 -0.2
H 2.906 -3.874 1.121 0.8 0.9 -0.5
H 1.861 -4.842 -0.757 0.1 -0.1 -0.1
H 2.789 -3.421 -1.183 0.0 0.3 0.2
H -0.252 -3.878 -1.125 0.1 -0.1 0.4
H 0.713 -3.095 -2.332 0.4 -0.6 -0.1
H -1.680 -1.740 -1.138 -0.4 0.4 -0.7
H -0.663 -1.311 -2.623 0.0 -1.3 -0.1
H -0.731 -0.201 -1.439 -0.2 -0.5 1.0
C -2.207 2.034 2.637 0.0 -0.8 1.5
O -1.618 2.767 1.625 1.2 0.9 -1.1
C -2.541 3.086 0.585 0.6 -0.4 0.1
C -1.872 3.942 -0.506 -0.6 1.4 1.0
N -0.468 3.687 -0.826 -0.7 -0.2 0.2
C -0.372 2.774 -1.950 -0.8 0.0 0.6
C 1.020 2.508 -2.300 3.3 -0.1 -1.7
O 1.981 2.414 -1.203 -2.3 0.1 0.5
C 3.362 2.409 -1.518 0.4 -0.6 -0.7
H -1.511 2.032 3.478 0.0 0.0 0.0
H -2.365 0.992 2.344 -0.3 0.2 -0.1
H -3.132 2.490 2.996 -0.1 -0.1 -0.2
H -3.306 3.639 1.134 -0.5 0.1 -0.8
H -2.888 2.116 0.222 -0.4 0.2 -0.3
H -1.850 4.981 -0.172 -0.4 -0.1 0.3
H -2.485 3.980 -1.409 -0.1 -0.3 0.0
H -0.073 4.607 -0.990 0.4 -0.2 -0.5
H -0.891 3.133 -2.842 0.1 0.1 -0.1
H -0.914 1.881 -1.631 0.2 -0.1 0.0
H 1.490 3.262 -2.938 -0.6 0.5 -0.1
H 1.060 1.635 -2.957 0.1 -0.4 0.4
H 3.503 2.273 -2.592 -0.1 -0.1 0.0
H 3.758 1.536 -1.001 0.4 0.3 0.0
H 3.879 3.333 -1.262 -0.2 0.0 0.4
```
Positions in Å, forces in eV/Å.

Mulliken population analysis, charges in e, atoms 1 to 5: 0.88 1.36 -0.73 -0.38 -0.70


> Among the records above, which one has the lowest calculated total energy?

C57H56I2N4O3RhSSeTe


> The lowest calculated total energy belongs to which entry?

C57H56I2N4O3RhSSeTe


> Among the records above, which one has the highest calculated total energy?

C12H30BeF2N2O4Pb